Entry from the OMol25 dataset: a molecular structure, C42H38HfN6O7PS4 (ωB97M-V/def2-TZVPD).

Last column: Mulliken charge in e.
Positions of all 99 atoms, in Å:
Hf1 0.0499 0.3334 1.0758  1.554
C1 -2.4281 2.3521 2.0114  -1.319
N1 -2.2692 1.1866 1.1086  0.873
C2 -3.1954 0.1237 1.5606  -2.167
C3 -2.8833 -1.1784 0.8903  0.924
C4 -3.7757 -2.2304 0.9395  -1.219
C5 -3.4074 -3.4381 0.3691  -0.766
C6 -2.1721 -3.5339 -0.2422  -1.616
C7 -1.3446 -2.4249 -0.2615  -0.694
N2 -1.6904 -1.2587 0.2904  0.894
C8 -2.6866 1.5870 -0.2529  -1.432
C9 -1.7810 2.6333 -0.8265  0.794
C10 -2.1855 3.3585 -1.9372  -1.047
C11 -1.3038 4.2586 -2.5026  -0.734
C12 -0.0588 4.4193 -1.9163  -0.933
C13 0.2518 3.6634 -0.8026  -0.390
N3 -0.5853 2.7762 -0.2507  0.681
C14 -1.4334 2.3832 3.1309  0.680
C15 -1.7835 2.8944 4.3648  -1.373
C16 -0.8006 3.0915 5.3230  -0.525
C17 0.4993 2.7437 5.0145  -1.404
C18 0.7564 2.1715 3.7836  -0.032
N4 -0.1733 2.0122 2.8348  0.728
H1 -3.4516 2.3937 2.3958  0.465
H2 -2.2693 3.2610 1.4276  0.515
H3 -4.2248 0.4328 1.3346  0.926
H4 -3.1136 0.0111 2.6441  0.662
H5 -4.7275 -2.1090 1.4365  0.579
H6 -4.0747 -4.2883 0.4063  0.510
H7 -1.8340 -4.4491 -0.7050  0.608
H8 -0.3608 -2.4859 -0.7086  0.779
H9 -3.7183 1.9626 -0.2199  0.661
H10 -2.6670 0.7018 -0.8960  0.407
H11 -3.1715 3.2003 -2.3505  0.568
H12 -1.5815 4.8260 -3.3794  0.450
H13 0.6694 5.1111 -2.3113  0.542
H14 1.2229 3.7684 -0.3498  0.473
H15 -2.8154 3.1486 4.5583  0.536
H16 -1.0528 3.4968 6.2922  0.451
H17 1.3048 2.8534 5.7233  0.454
H18 1.7478 1.8067 3.5544  0.459
O1 -2.2485 -1.5431 4.3665  -0.832
S1 -0.8977 -1.1641 4.0781  1.475
O2 -0.2619 -0.2165 4.9457  -0.614
O3 -0.8154 -0.7528 2.6207  -0.289
C19 0.1202 -2.6183 4.0283  -0.218
C20 -0.2656 -3.6366 4.8819  -0.774
C21 0.5040 -4.7894 4.9963  -0.655
C22 1.6627 -4.9227 4.2631  -0.771
C23 2.0640 -3.9079 3.4020  -0.849
C24 1.3001 -2.7571 3.2706  -0.004
S2 1.9418 -1.5781 2.1094  2.132
O4 1.7203 -0.2030 2.6296  -0.475
O5 3.2924 -1.9425 1.8330  -0.784
O6 1.0538 -1.5779 0.8924  -0.409
H19 -1.1773 -3.5250 5.4496  0.561
H20 0.1908 -5.5796 5.6650  0.427
H21 2.2655 -5.8153 4.3516  0.430
H22 2.9712 -4.0113 2.8278  0.590
N5 5.2385 -1.1095 -0.5704  -0.194
C25 5.4441 0.2202 -0.6175  -0.042
O7 6.3711 0.7596 -1.1846  -0.644
C26 4.4182 1.0610 0.0923  0.061
C27 4.8128 2.2353 0.7189  -0.676
C28 3.8452 3.0268 1.3129  -1.811
C29 2.5240 2.6202 1.2617  -0.618
N6 2.1239 1.5041 0.6387  1.170
C30 3.0725 0.7557 0.0540  -0.105
H23 5.8740 -1.7041 -1.0761  0.225
H24 4.5117 -1.5189 -0.0041  0.151
H25 5.8573 2.5151 0.7202  0.529
H26 4.0997 3.9486 1.8148  0.523
H27 1.7484 3.2119 1.7311  1.100
H28 2.7285 -0.1247 -0.4803  0.551
S3 1.6493 -2.6150 -2.5128  -0.371
P1 0.5417 -1.0719 -2.9529  1.281
S4 0.3602 0.4262 -1.5455  -0.135
C31 1.1660 -0.1718 -4.3994  0.775
C32 1.2308 -0.9039 -5.5863  -0.690
C33 1.7031 -0.3154 -6.7450  -0.727
C34 2.1228 1.0084 -6.7304  -0.527
C35 2.0669 1.7374 -5.5546  -0.772
C36 1.5853 1.1524 -4.3903  -0.136
C37 -1.1522 -1.5094 -3.4534  0.367
C38 -1.5003 -2.8356 -3.6572  -0.592
C39 -2.7900 -3.1675 -4.0553  -0.596
C40 -3.7313 -2.1732 -4.2543  -0.606
C41 -3.3813 -0.8382 -4.0714  -0.574
C42 -2.0974 -0.5077 -3.6790  -0.582
H29 0.9234 -1.9423 -5.5990  0.398
H30 1.7521 -0.8907 -7.6591  0.401
H31 2.4978 1.4665 -7.6352  0.394
H32 2.4046 2.7645 -5.5387  0.425
H33 1.5474 1.7260 -3.4758  0.208
H34 -0.7522 -3.6024 -3.4998  0.508
H35 -3.0545 -4.2044 -4.2123  0.446
H36 -4.7335 -2.4308 -4.5678  0.421
H37 -4.1101 -0.0600 -4.2533  0.457
H38 -1.8204 0.5326 -3.5515  0.536

Calculated values
Charge = +1
E_LUMO = -2.500 eV
E_HOMO = -10.20 eV
Calculated total energy = -4460.79091 Ha
Max |F| = 0.8 eV/A
HOMO-LUMO gap = 7.6949 eV

***

Entry from the OMol25 dataset: a molecular structure, C42H38IrN8O6SSi (ωB97M-V/def2-TZVPD).

Last column: Löwdin spin population.
Positions of all 97 atoms, in Å:
Ir1 0.5622 0.8074 -1.2065  0.567
O1 -2.0460 -1.5063 1.6337  0.000
C1 -1.0865 -1.5379 0.7208  0.000
O2 0.0723 -1.7759 0.9261  0.000
C2 -1.6077 -1.3515 -0.6744  -0.001
C3 -2.7935 -1.9389 -1.0770  0.000
C4 -3.1203 -1.9616 -2.4284  0.000
C5 -2.2468 -1.3915 -3.3395  0.000
C6 -1.1213 -0.7497 -2.8566  -0.001
N1 -0.8161 -0.7125 -1.5505  -0.004
C7 -0.1587 -0.0424 -3.7958  0.001
O3 -0.3246 -0.0830 -4.9799  0.007
O4 0.8570 0.5594 -3.1887  0.028
H1 -1.6401 -1.5956 2.5154  0.000
H2 -3.4215 -2.4125 -0.3359  0.000
H3 -4.0372 -2.4304 -2.7598  0.000
H4 -2.4182 -1.3938 -4.4076  0.000
N2 3.0025 4.1826 -1.0043  0.000
C8 2.9172 2.8788 -0.7682  -0.001
N3 1.7098 2.4890 -1.1399  -0.004
C9 1.1024 3.6239 -1.5946  0.000
N4 1.8652 4.6766 -1.5227  0.000
C10 -0.2759 3.5243 -2.0512  0.001
C11 -1.0002 4.5752 -2.5894  0.000
N5 -2.2622 4.4235 -2.9718  0.001
C12 -2.8074 3.2293 -2.8005  0.000
C13 -2.1000 2.1611 -2.2607  0.002
N6 -0.8285 2.3062 -1.9048  0.007
H5 3.7791 4.8000 -0.8149  0.000
H6 3.7002 2.2732 -0.3443  0.000
H7 -0.5413 5.5494 -2.7063  0.000
H8 -3.8425 3.1014 -3.0903  0.000
H9 -2.5753 1.2066 -2.0901  0.000
O5 -0.1478 1.1487 0.5364  0.234
Si1 -0.5157 2.1595 1.8099  0.021
C14 -2.2737 2.7117 1.4961  0.008
C15 -2.5719 3.7247 0.5769  0.002
C16 -3.8805 4.0917 0.2997  0.000
C17 -4.9296 3.4385 0.9337  0.001
C18 -4.6608 2.4254 1.8425  0.001
C19 -3.3478 2.0686 2.1196  0.001
C20 0.6818 3.5919 1.9304  -0.001
C21 0.3154 4.9397 1.8810  0.000
C22 1.2576 5.9478 2.0454  0.000
C23 2.5867 5.6277 2.2801  0.000
C24 2.9718 4.2939 2.3589  0.000
C25 2.0284 3.2937 2.1819  0.000
C26 -0.3804 1.1726 3.3799  0.009
C27 -0.9901 1.6961 4.5259  0.001
C28 -0.9268 1.0293 5.7400  0.001
C29 -0.2393 -0.1732 5.8365  0.000
C30 0.3995 -0.6934 4.7189  0.000
C31 0.3309 -0.0222 3.5044  0.001
H10 -1.7673 4.2680 0.0907  0.000
H11 -4.0842 4.8980 -0.3945  0.000
H12 -5.9519 3.7288 0.7298  0.000
H13 -5.4751 1.9211 2.3464  0.000
H14 -3.1596 1.2821 2.8411  0.000
H15 -0.7223 5.2157 1.7427  0.000
H16 0.9502 6.9848 2.0105  0.000
H17 3.3148 6.4138 2.4331  0.000
H18 3.9992 4.0401 2.5909  0.000
H19 2.3359 2.2559 2.2923  0.000
H20 -1.5225 2.6406 4.4748  0.000
H21 -1.4102 1.4479 6.6128  0.000
H22 -0.1870 -0.6930 6.7839  0.000
H23 0.9639 -1.6143 4.8006  0.000
H24 0.8507 -0.4297 2.6466  0.001
C32 2.8687 -5.7244 0.7671  0.000
C33 2.3463 -4.3989 1.3111  0.001
C34 2.9834 -3.1822 0.6544  0.004
N7 2.5616 -3.1106 -0.7536  0.002
C35 2.2092 -2.0679 -1.4492  0.011
S1 2.4213 -0.4513 -0.7859  0.091
N8 1.8049 -2.1565 -2.7251  0.006
C36 1.7076 -3.3265 -3.5817  0.001
O6 2.0805 -3.2043 -4.7087  0.001
C37 1.1101 -4.5516 -3.0046  0.000
C38 0.1856 -4.5004 -1.9606  0.000
C39 -0.3912 -5.6684 -1.4937  0.000
C40 -0.0392 -6.8877 -2.0624  0.000
C41 0.8781 -6.9406 -3.1039  0.000
C42 1.4481 -5.7733 -3.5851  0.000
H25 2.4404 -6.5616 1.3156  0.000
H26 3.9541 -5.7900 0.8544  0.000
H27 2.6053 -5.8792 -0.2848  0.000
H28 2.5375 -4.3287 2.3829  0.000
H29 1.2629 -4.3358 1.1826  0.000
H30 4.0725 -3.2625 0.6648  0.000
H31 2.6915 -2.2595 1.1461  0.003
H32 2.5117 -4.0090 -1.2243  0.000
H33 1.8032 -1.2794 -3.2376  0.001
H34 -0.0842 -3.5467 -1.5218  0.000
H35 -1.1155 -5.6357 -0.6901  0.000
H36 -0.4873 -7.8011 -1.6945  0.000
H37 1.1429 -7.8911 -3.5458  0.000
H38 2.1518 -5.7919 -4.4067  0.000

Calculated values
Charge = +2
E_LUMO (alpha / beta) = -6.069 / -7.887 eV
2S+1 = 2
<S²> = 0.755
E_HOMO (alpha / beta) = -13.53 / -13.53 eV
Calculated total energy = -3304.49652 Ha
Energy relative to the best compared isomer or geometry (same formula, charge and spin) = 0.000 eV
Max |F| = 0.6 eV/A
HOMO-LUMO gap (alpha / beta) = 7.4633 / 5.6407 eV